[1]
# C45H69N11O15

11 unconnected molecules or ions with the total composition C45H69N11O15 (wB97M-V/def2-TZVPD, the Open Molecules 2025 dataset).

XYZ file:
```
140
Properties=species:S:1:pos:R:3:forces:R:3:lowdin_charge:R:1
O -2.485041 -13.185707 0.966404 -0.29 -0.78 -1.53 0.10
N -1.885111 -12.144957 0.971614 0.00 0.84 2.92 -0.35
O -1.552131 -11.635637 2.052734 0.23 0.16 -1.23 0.05
C -1.585121 -11.380317 -0.220146 0.40 0.54 -2.69 -0.15
C -1.029371 -10.119437 -0.128076 1.09 0.88 -0.04 0.00
C -0.610251 -9.385867 -1.274006 -1.33 -1.44 1.71 -0.06
C -0.932461 -9.897927 -2.503786 0.41 -0.56 -1.82 -0.10
C -1.507591 -11.179927 -2.739866 1.13 1.54 3.67 -0.03
C -1.760881 -11.888087 -1.529546 -0.81 -0.71 -1.58 0.00
H -0.779361 -9.680667 0.826584 -0.23 -0.23 0.21 0.12
H -0.078421 -8.467097 -1.075486 -0.10 0.10 -0.45 0.11
H -0.607101 -9.357017 -3.380116 -0.04 0.26 -0.15 0.10
H -1.550211 -11.559917 -3.749906 -0.40 -0.28 0.26 0.10
H -2.158091 -12.872567 -1.728116 -0.06 -0.32 0.72 0.11
O 5.666979 -1.873187 -2.074996 1.52 0.28 1.31 0.06
N 6.414369 -1.279927 -1.291456 -1.52 2.54 0.56 -0.30
O 6.218589 -1.109027 -0.069876 0.25 -1.46 -2.01 0.04
C 7.436909 -0.311007 -1.852436 0.48 0.02 0.30 -0.13
C 7.535839 -0.073777 -3.222636 -0.67 -0.95 0.22 -0.04
C 8.541849 0.694543 -3.730386 2.03 0.52 1.06 -0.07
C 9.467389 1.365963 -2.850026 -1.80 0.57 0.89 -0.04
C 9.173529 1.403623 -1.462946 -1.43 -2.78 -1.01 -0.04
C 8.225559 0.422833 -0.975326 0.68 1.60 -0.42 0.00
H 6.833569 -0.511717 -3.916476 -0.02 -0.33 0.14 0.12
H 8.684659 0.631023 -4.799016 0.12 0.57 -0.07 0.10
H 10.241499 2.040283 -3.185356 0.08 -0.21 -0.48 0.10
H 9.610629 2.013933 -0.686496 0.52 0.14 -0.43 0.10
H 8.101639 0.416583 0.097524 -0.24 -0.48 -0.05 0.11
O -5.255821 0.909843 -5.729046 -1.71 -1.60 0.73 0.05
N -5.942671 0.024563 -5.156136 0.95 2.52 -0.33 -0.32
O -7.094081 0.180463 -4.737976 1.77 -0.47 -0.93 0.07
C -5.201941 -1.184817 -4.837276 0.13 -2.54 1.64 -0.14
C -5.731681 -1.976847 -3.812146 0.38 -1.96 -1.10 0.04
C -5.081061 -3.223517 -3.532756 -4.18 2.20 2.39 -0.09
C -3.946561 -3.587747 -4.047576 2.85 -1.84 -2.46 -0.13
C -3.376901 -2.856797 -5.075076 -0.62 1.33 0.27 -0.05
C -4.002761 -1.656237 -5.444816 0.35 0.62 -0.38 0.01
H -6.743341 -1.923027 -3.437926 0.12 0.84 0.17 0.12
H -5.552891 -3.919797 -2.855286 -0.32 0.21 0.23 0.11
H -3.591511 -4.597737 -3.905196 0.32 0.00 0.47 0.12
H -2.477111 -3.287877 -5.488516 0.06 0.63 -0.58 0.11
H -3.551541 -1.051537 -6.217556 -0.08 0.08 -0.13 0.11
O 2.772829 -6.206307 -9.659066 0.14 -0.41 -1.03 0.10
N 3.156609 -5.656047 -8.669646 -0.96 1.07 1.99 -0.36
O 3.795729 -6.160077 -7.757776 0.20 0.06 -0.70 0.06
C 2.631929 -4.274787 -8.396336 -1.04 2.39 0.77 -0.09
C 1.758679 -3.594927 -9.319726 2.26 -1.05 0.06 -0.01
C 1.345929 -2.309007 -9.067566 -0.37 1.39 1.45 -0.08
C 1.653249 -1.667367 -7.847386 0.60 -0.78 -0.26 -0.08
C 2.424929 -2.338097 -6.935866 1.01 -1.54 1.18 -0.09
C 2.930269 -3.629167 -7.149396 -0.71 -1.49 -2.81 0.01
H 1.692929 -3.995287 -10.320616 -0.53 -0.29 0.05 0.11
H 0.747489 -1.682327 -9.712206 0.00 -0.55 -0.68 0.10
H 1.428719 -0.647727 -7.571136 -0.54 0.07 -0.51 0.11
H 2.687179 -1.953697 -5.961246 -0.14 0.58 -0.03 0.10
H 3.529249 -4.252187 -6.501746 0.07 0.56 0.53 0.11
C 4.919949 2.475693 3.492444 1.45 0.58 -0.68 -0.05
N 6.144089 3.250913 3.781584 -0.96 0.97 -1.17 -0.23
C 6.583529 3.164963 5.163164 -0.12 0.17 -1.16 -0.04
C 6.735379 4.090413 2.886554 3.21 -0.74 1.91 -0.29
O 7.871599 4.576103 3.161034 -2.99 -0.37 -1.36 -0.06
H 4.071679 2.696163 4.140464 0.33 -0.26 0.48 0.09
H 5.348099 1.473643 3.518984 -1.21 -0.51 0.11 0.09
H 4.558519 2.708553 2.490824 0.26 -0.12 -0.15 0.08
H 7.533049 3.688083 5.276634 -0.30 0.10 0.07 0.09
H 5.734879 3.646213 5.649264 0.45 -0.35 1.17 0.10
H 6.733279 2.102383 5.354464 -0.24 0.06 0.65 0.09
H 6.233859 4.098663 1.906444 0.10 0.44 0.10 0.13
C -5.767921 6.269503 -2.268376 -0.40 -0.01 0.98 -0.06
N -4.553281 6.880043 -2.597196 2.59 0.73 -2.04 -0.22
C -3.950381 6.547473 -3.905766 -1.01 0.14 0.31 -0.04
C -3.870881 7.691373 -1.778456 -0.02 -0.18 3.75 -0.30
O -4.147441 7.937543 -0.563356 0.38 -0.40 -3.51 -0.05
H -6.497961 6.478723 -3.050276 -0.31 -0.08 0.27 0.10
H -5.950051 6.748003 -1.306106 -1.02 -0.34 0.07 0.09
H -5.629801 5.197783 -2.125396 -0.22 -0.14 -0.06 0.10
H -4.736781 6.690793 -4.646806 0.06 -0.06 -0.24 0.08
H -3.122501 7.200003 -4.183086 -0.01 -0.07 0.35 0.08
H -3.654641 5.498873 -3.938596 0.15 -0.01 0.06 0.09
H -2.909681 7.991393 -2.223756 -0.19 0.40 0.08 0.13
C -5.406771 -3.195187 6.533044 -0.52 -0.65 -0.38 -0.06
N -5.542011 -3.677757 5.133524 -1.56 3.02 1.12 -0.16
C -6.606071 -2.947467 4.299624 1.16 -1.77 0.26 0.00
C -4.608101 -4.478497 4.645184 0.19 -0.08 -1.60 -0.38
O -4.554681 -4.755197 3.461284 0.44 -0.58 -0.11 0.00
H -4.390961 -3.303247 6.913244 -0.05 -0.44 -0.13 0.08
H -6.120781 -3.779217 7.113744 0.20 0.16 0.51 0.08
H -5.628691 -2.139697 6.690474 -0.24 0.04 -0.58 0.08
H -7.580341 -3.341817 4.588374 -0.07 0.53 0.50 0.08
H -6.485231 -1.866827 4.375214 -0.15 -0.17 0.28 0.08
H -6.557091 -3.237597 3.250094 0.65 -0.02 0.11 0.07
H -3.889021 -4.848257 5.392454 -0.02 -0.03 0.01 0.14
C 2.169819 6.287463 -1.524586 -0.28 -1.14 0.85 -0.10
N 2.583699 7.617463 -1.330056 0.38 1.46 -0.91 -0.22
C 3.171419 8.202483 -2.549976 -0.21 0.56 1.88 -0.02
C 2.561869 8.254083 -0.123996 0.56 1.91 0.00 -0.30
O 3.058339 9.366923 0.141544 -0.93 -2.31 -0.86 -0.02
H 1.761259 5.958083 -0.569236 -0.29 -0.47 -0.22 0.09
H 3.023539 5.656823 -1.772666 0.21 -0.18 0.09 0.09
H 1.466259 6.144403 -2.344736 -0.33 0.28 0.12 0.09
H 3.618039 9.126713 -2.183346 0.52 -0.06 -0.45 0.08
H 3.873639 7.455403 -2.919926 0.12 0.44 -0.41 0.09
H 2.394109 8.490293 -3.257816 0.00 -0.38 -0.17 0.09
H 1.969059 7.696433 0.617494 0.22 -0.11 0.10 0.13
C -0.334621 -1.602987 0.810254 -0.23 0.66 -1.50 -0.03
N -0.821561 -0.348377 0.207204 -0.04 0.26 2.05 -0.22
C -0.213661 0.158963 -0.952676 -0.19 -0.68 -2.22 -0.07
C -1.777291 0.346183 0.820184 0.97 -2.08 2.25 -0.41
O -2.366711 1.289343 0.437834 -1.54 2.72 -1.32 0.05
H -0.823781 -1.997637 1.700794 -0.38 0.82 0.01 0.09
H 0.722969 -1.457347 1.030274 0.12 -0.70 -0.34 0.09
H -0.639961 -2.257897 -0.005806 1.16 -1.06 0.25 0.09
H 0.873259 0.225513 -0.904906 -0.02 0.12 0.16 0.09
H -0.496681 -0.523277 -1.754276 0.60 -0.40 -0.49 0.09
H -0.683151 1.063303 -1.339776 0.16 0.34 0.86 0.09
H -1.900131 -0.086947 1.824934 -0.62 -0.02 0.30 0.13
C 1.423759 0.725773 8.552994 -1.62 -0.34 0.80 -0.05
N 0.856299 -0.308957 7.611314 1.80 2.80 2.53 -0.19
C -0.410931 -0.017857 7.002184 0.15 -0.27 -0.30 -0.04
C 1.623469 -1.383477 7.456134 -1.91 -2.32 -2.59 -0.33
O 1.268529 -2.291217 6.667604 1.46 1.16 1.74 -0.03
H 2.120789 0.282273 9.264024 0.14 -0.14 -0.38 0.08
H 0.607629 1.071823 9.187254 -0.35 -0.26 0.17 0.08
H 1.808149 1.696133 8.238754 0.35 -0.42 -1.22 0.08
H -0.274521 0.930123 6.481794 -0.45 -0.15 -0.46 0.10
H -0.685381 -0.867937 6.377564 0.17 0.33 -0.34 0.09
H -1.220631 0.101593 7.722064 0.18 0.06 0.38 0.09
H 2.519339 -1.347347 8.095134 0.05 -0.42 -0.36 0.13
C -4.775901 5.431963 5.238284 -0.09 0.68 -0.45 -0.05
N -3.373021 5.373903 5.671254 -3.92 0.31 3.25 -0.17
C -3.028261 5.326443 7.124604 1.18 1.05 -1.05 -0.02
C -2.446131 5.244133 4.787094 3.26 -0.97 -1.14 -0.39
O -1.248491 5.212283 5.079754 -0.52 0.00 -0.69 -0.02
H -5.324831 6.286483 5.633964 0.29 0.04 0.59 0.08
H -5.403261 4.554243 5.393624 0.43 -0.30 0.28 0.08
H -4.798371 5.664243 4.173564 0.20 -0.34 -0.12 0.08
H -2.121291 5.919033 7.244344 0.27 -0.09 -0.28 0.08
H -3.691121 5.881403 7.788474 -0.74 -0.73 -0.36 0.09
H -2.712081 4.324713 7.415654 -0.64 -0.07 0.20 0.09
H -2.847931 5.035353 3.783514 0.32 0.40 -0.23 0.14
```
Positions in Å, forces in eV/Å.

Output
SMILES string: O=[N+]([O-])c1ccccc1.O=[N+]([O-])c1ccccc1.O=[N+]([O-])c1ccccc1.O=[N+]([O-])c1ccccc1.CN(C)C=O.CN(C)C=O.CN(C)C=O.CN(C)C=O.CN(C)C=O.CN(C)C=O.CN(C)C=O
E_tot: -3486.4181 a.u.
relative energy (zero: lowest compared OMol25 entry of this formula, charge and spin): 0.0 kJ/mol
strongest force on any atom: 5.300 eV Å⁻¹
Kohn-Sham gap: 8.235 eV

=====

[2]
# C45H70Cl2MgN4O3

A molecular structure, C45H70Cl2MgN4O3 (wB97M-V/def2-TZVPD, the Open Molecules 2025 dataset).

XYZ file:
```
125
Properties=species:S:1:pos:R:3:forces:R:3:lowdin_charge:R:1
Mg 0.424672 0.248373 0.109984 0.04 -0.05 -0.14 0.55
C -1.916461 2.256166 -0.539258 0.00 0.00 -0.01 -0.05
N -0.710129 2.183242 0.296428 -0.03 0.03 -0.03 -0.28
C 0.138579 3.340771 -0.002155 0.01 -0.03 0.00 -0.07
C -1.070150 2.206380 1.727289 -0.04 -0.01 -0.02 -0.15
C -1.714271 0.900170 2.171227 0.04 0.03 -0.01 -0.12
N -0.873830 -0.258271 1.828229 0.03 0.00 0.09 -0.18
C 0.015645 -0.639455 2.946913 -0.03 0.00 0.02 -0.14
C 0.952181 0.413292 3.467222 0.00 0.00 -0.07 -0.15
C 0.884862 0.759341 4.804534 0.02 0.00 0.02 0.00
C 1.820996 1.601408 5.392520 0.02 -0.01 -0.02 -0.18
C 2.868118 2.016484 4.580678 0.00 0.00 0.00 0.02
C 2.987582 1.697409 3.226826 0.01 0.01 -0.01 -0.08
C 1.954121 0.943830 2.616560 -0.03 -0.10 0.05 -0.30
O 1.898895 0.701876 1.315048 0.03 0.11 0.13 -0.22
C 4.221595 2.156127 2.440079 -0.01 -0.01 -0.02 -0.53
C 4.828546 0.972413 1.671296 0.00 -0.02 0.02 -0.04
C 5.328215 2.711018 3.343710 -0.03 0.03 0.01 -0.07
C 3.828173 3.281925 1.477631 0.00 0.05 0.02 -0.04
C 1.692379 1.989085 6.863826 -0.01 0.01 0.01 -0.56
C 1.766610 0.731429 7.741437 0.00 0.00 -0.02 -0.05
C 0.341590 2.681628 7.091450 0.00 0.01 0.02 -0.05
C 2.797133 2.948741 7.306901 0.00 -0.01 0.01 -0.07
C -1.691996 -1.444700 1.490624 -0.02 0.00 -0.04 -0.13
C -2.588420 -1.262644 0.302775 0.01 0.00 0.00 -0.16
C -3.969030 -1.341186 0.459103 0.00 0.01 -0.01 0.00
C -4.828257 -1.227098 -0.619766 0.01 0.01 0.01 -0.18
C -4.234594 -1.070913 -1.874459 -0.02 -0.02 0.01 0.02
C -2.866452 -0.993954 -2.087573 0.00 0.04 -0.02 -0.08
C -2.001563 -1.041147 -0.957569 0.00 -0.02 0.08 -0.31
O -0.690256 -0.880452 -1.046685 -0.03 -0.03 -0.08 -0.19
C -2.301957 -0.877083 -3.504526 0.01 -0.02 0.00 -0.51
C -1.355989 -2.062400 -3.751559 -0.02 0.03 0.02 -0.05
C -3.385217 -0.928846 -4.583881 0.00 0.00 -0.01 -0.07
C -1.556553 0.454063 -3.678751 0.03 -0.03 -0.01 -0.04
C -6.349872 -1.278121 -0.498845 0.00 -0.01 0.01 -0.56
C -6.896414 -2.453235 -1.321823 0.00 0.00 0.01 -0.05
C -6.802924 -1.457631 0.950020 0.00 -0.01 0.00 -0.07
C -6.951971 0.030642 -1.028658 0.00 0.00 0.00 -0.05
H -2.479270 3.173114 -0.318083 0.00 0.00 0.00 0.10
H -2.559665 1.393137 -0.376194 0.01 0.01 -0.02 0.08
H -1.628249 2.265787 -1.588699 -0.01 0.00 0.02 0.08
H -0.409233 4.280612 0.143630 0.01 0.01 0.00 0.10
H 0.478995 3.293136 -1.037726 -0.02 0.00 0.00 0.10
H 1.002433 3.330805 0.657753 0.03 0.01 0.00 0.07
H -1.758217 3.040522 1.927245 0.00 0.00 0.01 0.13
H -0.160040 2.380463 2.299487 0.02 0.00 -0.01 0.12
H -2.681332 0.777486 1.683574 0.00 0.00 0.00 0.11
H -1.895798 0.943703 3.252286 0.00 -0.01 0.00 0.14
H 0.603888 -1.489930 2.594804 0.01 -0.02 -0.02 0.10
H -0.603742 -1.000461 3.781009 0.00 0.01 0.00 0.13
H 0.084264 0.333975 5.402665 -0.01 0.00 -0.01 0.11
H 3.645331 2.617172 5.025379 0.02 0.02 0.00 0.08
H 5.156932 0.203111 2.373679 0.01 -0.01 0.00 0.09
H 5.702037 1.302097 1.101660 -0.01 0.01 -0.01 0.08
H 4.107128 0.523302 0.994198 0.02 -0.01 -0.01 0.05
H 5.632975 1.991872 4.106083 -0.01 -0.02 -0.01 0.09
H 5.025856 3.635910 3.838898 0.02 -0.01 0.02 0.08
H 6.202865 2.940732 2.730947 -0.01 0.00 0.00 0.08
H 2.988683 2.990707 0.854843 -0.02 -0.01 0.00 0.03
H 4.669215 3.553574 0.832906 0.00 0.01 -0.01 0.09
H 3.529658 4.170132 2.039543 0.00 0.01 0.00 0.09
H 0.972851 0.025337 7.492558 0.00 0.00 0.01 0.08
H 1.665243 0.994150 8.797434 0.00 0.00 0.00 0.08
H 2.722716 0.223347 7.602922 0.00 0.00 0.00 0.09
H -0.491815 2.029077 6.827741 0.00 -0.01 0.00 0.07
H 0.265462 3.585846 6.484033 0.00 0.00 0.00 0.09
H 0.228949 2.961972 8.141793 0.00 0.00 0.00 0.08
H 3.786161 2.494368 7.221411 0.00 0.00 0.00 0.09
H 2.646434 3.218911 8.353986 0.00 0.00 0.00 0.08
H 2.789196 3.868019 6.717931 0.00 0.00 0.00 0.09
H -2.290329 -1.737545 2.365271 0.00 0.00 0.00 0.13
H -0.984159 -2.255694 1.293116 0.01 0.01 0.00 0.13
H -4.357081 -1.496813 1.459314 0.00 0.00 0.00 0.11
H -4.888441 -1.012277 -2.734405 0.01 0.00 0.01 0.09
H -1.925797 -2.990408 -3.847697 -0.01 0.01 0.01 0.10
H -0.668835 -2.175301 -2.916059 0.00 -0.03 0.01 0.05
H -0.782682 -1.917387 -4.671179 0.00 0.01 -0.01 0.07
H -3.962811 -1.854227 -4.536648 0.00 0.00 0.00 0.09
H -2.908333 -0.883200 -5.565557 0.00 0.00 0.00 0.09
H -4.074236 -0.084660 -4.511324 0.00 0.00 -0.01 0.09
H -0.794765 0.580175 -2.912682 -0.02 0.03 -0.01 0.05
H -2.258620 1.288910 -3.612888 -0.01 -0.01 -0.01 0.09
H -1.077345 0.494054 -4.661204 0.02 0.01 0.00 0.09
H -6.485622 -3.398310 -0.961661 0.00 0.00 0.00 0.09
H -6.639222 -2.356803 -2.377450 0.00 0.00 0.00 0.08
H -7.985583 -2.498959 -1.244366 0.00 0.00 0.00 0.08
H -6.432282 -2.392840 1.374262 0.00 0.00 0.00 0.08
H -7.893549 -1.482221 0.991596 0.00 0.00 0.00 0.08
H -6.463673 -0.634306 1.582095 0.00 0.00 0.00 0.08
H -6.686383 0.198737 -2.073252 0.00 0.00 0.00 0.08
H -6.589728 0.882308 -0.449017 0.00 0.00 0.00 0.09
H -8.042166 0.005392 -0.958172 0.00 0.00 0.00 0.08
Cl 2.289686 -2.138523 0.473260 0.05 -0.02 0.03 0.67
C 1.976380 -3.728983 -0.231206 -0.02 0.02 -0.01 -0.96
Cl 3.467677 -4.494323 -0.804326 0.00 0.00 0.00 0.54
H 1.301145 -3.601335 -1.070307 0.00 0.00 -0.02 0.02
H 1.544531 -4.366197 0.530996 -0.01 0.01 0.00 0.03
C 0.706572 -2.652073 -7.102831 0.00 0.03 0.01 -0.07
C 2.150169 -2.615096 -6.626751 0.01 -0.03 -0.01 -0.20
N 2.296369 -2.078358 -5.271502 0.00 0.01 -0.05 -0.05
C 2.702451 -3.014233 -4.229594 0.01 0.03 0.06 -0.20
C 1.671536 -4.105129 -3.987772 0.02 -0.08 0.01 -0.07
C 2.328954 -0.727716 -5.165311 0.02 0.05 -0.04 -0.42
O 2.189343 0.005812 -6.134794 -0.01 -0.04 0.01 0.07
C 2.566872 -0.082495 -3.827531 0.00 -0.02 0.06 -0.10
C 3.614978 0.823915 -3.723673 -0.01 -0.02 -0.04 0.02
C 3.797113 1.504953 -2.536932 0.00 0.01 0.04 -0.02
C 2.892330 1.296936 -1.509290 0.02 0.03 0.01 -0.11
N 1.854482 0.467245 -1.612265 -0.13 -0.05 -0.01 0.05
C 1.711518 -0.229183 -2.746847 0.03 0.05 -0.02 -0.07
H 0.655676 -3.044358 -8.119290 0.00 0.00 0.00 0.08
H 0.288330 -1.645472 -7.105255 0.00 -0.01 0.00 0.07
H 0.095414 -3.284236 -6.458528 -0.02 -0.01 0.00 0.06
H 2.743736 -1.997214 -7.300326 0.00 0.01 -0.01 0.12
H 2.580917 -3.617898 -6.624533 -0.01 0.01 0.01 0.12
H 2.895408 -2.458061 -3.313949 -0.01 -0.03 0.00 0.10
H 3.653808 -3.471513 -4.521860 0.02 0.01 -0.02 0.13
H 0.728064 -3.691922 -3.634038 0.00 0.02 0.01 0.05
H 2.052858 -4.812033 -3.249843 -0.02 0.02 -0.01 0.05
H 1.466638 -4.665521 -4.901090 0.00 0.00 0.00 0.07
H 4.265791 0.985065 -4.573433 0.00 0.00 0.00 0.13
H 4.614864 2.199021 -2.402045 0.00 0.00 0.00 0.11
H 2.992876 1.797187 -0.559589 0.01 -0.02 0.01 0.07
H 0.861652 -0.897553 -2.778137 0.00 0.01 0.02 0.09
```
Positions in Å, forces in eV/Å.

Output
E_tot: -3322.1588 a.u.
relative energy (zero: lowest compared OMol25 entry of this formula, charge and spin): 0.0 kJ/mol
strongest force on any atom: 0.170 eV Å⁻¹
Kohn-Sham gap: 7.695 eV